Formula: C28H28IN3O2PTi
Source: OMol25
Level of theory: ωB97M-V with the def2-TZVPD basis set

Geometry as XYZ:
```
64
Properties=species:S:1:pos:R:3
I -1.809 -6.784 0.630
Ti 0.730 0.067 -1.261
P -0.571 0.226 0.956
O 3.154 -2.909 -2.570
O 1.750 -1.292 -1.977
N -1.229 0.596 -1.957
N -1.880 1.048 0.239
N 1.413 1.584 -1.198
C -3.024 -2.853 1.995
C -1.346 -1.136 1.855
C 1.976 2.396 3.250
C 1.601 -4.837 -1.218
C -1.430 0.724 -3.285
C -2.049 1.240 -1.111
C 1.143 -3.550 -1.495
C -3.076 2.066 -1.582
C -0.748 1.849 3.205
C -2.507 -1.732 1.369
C 1.455 1.589 2.248
C 2.113 -2.566 -2.071
C -1.220 -2.803 3.583
C -0.225 2.671 4.187
C -3.264 2.186 -2.940
C -0.703 -1.674 2.968
C -2.377 -3.394 3.097
C 2.239 2.704 -1.578
C 0.089 1.320 2.221
C 1.315 3.912 -1.789
C 0.769 -5.763 -0.617
C 3.230 2.999 -0.444
C 2.988 2.360 -2.867
C -2.433 1.490 -3.819
C 1.137 2.942 4.209
C -1.017 -4.147 -0.616
C -0.541 -5.411 -0.307
C -0.170 -3.219 -1.201
H 2.104 1.183 1.484
H 0.578 3.690 -2.563
H 2.283 2.061 -3.645
H 1.546 3.576 4.984
H -3.929 -3.312 1.618
H 0.198 -1.212 3.354
H -3.010 -1.316 0.502
H -3.706 2.594 -0.880
H 1.892 4.784 -2.103
H 0.793 4.156 -0.864
H -2.558 1.557 -4.888
H 3.542 3.229 -3.224
H -0.719 -3.221 4.446
H -0.875 3.091 4.943
H 3.688 1.542 -2.696
H 2.623 -5.089 -1.464
H -1.804 1.604 3.218
H -2.044 -3.888 -0.403
H 3.900 3.808 -0.734
H -0.734 0.184 -3.918
H 1.138 -6.753 -0.387
H -2.549 1.524 0.828
H 3.834 2.115 -0.231
H -2.777 -4.277 3.578
H -4.054 2.820 -3.321
H -0.580 -2.247 -1.472
H 3.038 2.602 3.275
H 2.698 3.298 0.458
```

The calculation puts the energy relative to the best compared isomer or geometry (same formula, charge and spin) at 0.0 kcal/mol. Its total charge is +1. Its max |F| is 1.11 eV/Å.